One molecule with the formula C5H6O2S in a non-equilibrium geometry. Source: the OMol25 dataset; level of theory: ωB97M-V/def2-TZVPD.

```
14
Properties=species:S:1:pos:R:3:forces:R:3:lowdin_charge:R:1
C 0.2557 -0.3115 1.3198 1.4 -0.1 -3.9 -0.741
C 0.6868 -1.3832 -0.7368 -2.5 -2.8 -4.9 -0.305
C 0.8027 -0.3215 -1.8878 2.8 -1.0 1.9 -0.078
C -0.0021 0.7120 -1.9925 -0.8 2.6 -1.4 -0.173
C -1.1714 0.8883 -1.0476 -3.1 -0.4 -1.1 -0.501
H -0.4018 -1.7364 -0.6875 1.1 0.3 -0.4 0.141
H 1.3185 -2.3028 -0.9664 -1.0 1.1 -0.6 0.146
H 1.8466 -0.3660 -2.3119 -1.6 0.2 -0.4 0.121
H 0.0923 1.5123 -2.8468 0.1 -1.6 1.8 0.140
H -1.9223 0.1090 -1.3404 0.8 -0.1 0.5 0.079
H -1.9819 1.7337 -1.2002 2.5 -0.7 0.2 0.112
O 0.4697 -0.1333 2.4424 1.0 -0.9 3.3 0.075
O 1.0934 -1.1288 0.4795 -0.1 3.2 6.1 -0.036
S -0.9304 0.8526 0.7529 -0.6 0.4 -1.0 1.021
```
Positions in Å, forces in eV/Å.

ΔE to the lowest compared entry with this formula, charge and spin = 213.26 kJ/mol
2S+1 = 1
SMILES string = O=C1OCC=CCS1
lowest unoccupied orbital energy = 0.556 eV


One molecule with the formula C5H6O2S in a non-equilibrium geometry. Source: the OMol25 dataset; level of theory: ωB97M-V/def2-TZVPD.

```
14
Properties=species:S:1:pos:R:3:forces:R:3:lowdin_charge:R:1
C -0.1272 0.7510 -1.2267 -2.6 0.4 2.8 -0.678
C -0.8847 0.0759 0.9635 -2.6 -0.3 -0.2 -0.345
C -1.0829 -1.4289 1.3161 -1.4 -0.4 -1.7 -0.098
C 0.4072 -1.7015 0.9257 0.5 -1.7 -0.6 -0.151
C 0.5586 -0.1795 1.0135 1.7 -1.3 -0.7 -0.623
H -1.4060 0.8153 1.6445 0.9 -0.7 -0.7 0.174
H -1.8996 -1.9728 0.7301 1.1 0.8 0.8 0.138
H -1.3745 -1.3974 2.3385 0.3 -0.7 1.1 0.093
H 0.5243 -1.9783 -0.1922 -0.5 0.3 1.8 0.122
H 1.1194 -2.4572 1.4797 -1.6 1.8 -0.6 0.140
H 1.0230 0.1633 1.8552 1.2 0.8 2.5 0.084
O -0.4416 1.3510 -2.1808 1.0 0.0 -1.6 0.109
O -1.2471 0.3686 -0.3652 1.4 0.1 -0.9 -0.036
S 1.3936 0.4980 -0.3400 0.6 1.2 -1.9 1.072
```
Positions in Å, forces in eV/Å.

ΔE to the lowest compared entry with this formula, charge and spin = 118.40 kJ/mol
2S+1 = 1
SMILES string = O=C1O[C@H]2CC[C@H]2S1
lowest unoccupied orbital energy = 0.569 eV


One molecule with the formula C5H6O2S2 in a non-equilibrium geometry. Source: the OMol25 dataset; level of theory: ωB97M-V/def2-TZVPD.

```
15
Properties=species:S:1:pos:R:3:forces:R:3:lowdin_charge:R:1
C -1.7454 -0.2877 -0.1191 0.6 -0.5 -0.8 0.227
C -1.1103 0.3060 0.8427 0.4 1.2 0.6 -0.427
C -1.8198 1.1815 1.7914 -1.7 2.0 2.4 -0.190
C 1.0848 -0.4351 0.3939 2.4 0.5 -1.2 -0.277
C 1.0116 -0.6267 -1.1304 -0.8 -1.3 -0.5 -1.025
O -1.2574 2.0471 2.4885 -1.9 -2.6 -2.0 0.045
O 0.2096 0.4914 1.0399 1.9 -0.5 -1.0 -0.064
S 1.4014 -2.2214 -1.8619 0.6 1.0 -0.4 0.667
S 1.2349 0.6921 -2.2566 -0.1 0.0 1.6 0.751
H -2.7680 -0.2246 -0.4078 -0.5 -0.4 -0.1 0.048
H -3.0285 0.9674 1.8336 2.7 0.7 0.0 0.165
H 1.0143 -1.3399 0.9446 -0.2 -1.3 0.0 0.105
H 2.2246 -0.1580 0.4918 -2.2 0.4 0.6 0.165
H 2.2718 -1.8037 -2.9282 -1.2 -0.3 1.6 -0.087
H 1.2764 1.4116 -1.1221 0.1 1.0 -0.6 -0.103
```
Positions in Å, forces in eV/Å.

ΔE to the lowest compared entry with this formula, charge and spin = 433.90 kJ/mol
2S+1 = 1
lowest unoccupied orbital energy (spin up / spin down) = -0.427 / -1.000 eV


One molecule with the formula C5H6O2Si in a non-equilibrium geometry. Source: the OMol25 dataset; level of theory: ωB97M-V/def2-TZVPD.

```
14
Properties=species:S:1:pos:R:3:forces:R:3:lowdin_charge:R:1
C -2.2623 0.8792 -0.4001 0.1 1.4 0.5 -0.262
C -1.5418 -1.2750 1.1818 0.4 0.7 -0.8 0.045
C -1.3183 -1.6592 -0.2794 -0.6 -1.8 -0.5 0.034
C -1.7288 -0.2900 0.1143 1.5 -1.8 -0.5 -0.195
C -0.3544 -0.8734 0.4337 -1.2 -0.3 -0.2 -0.389
O -2.8291 1.6780 0.2906 -1.3 1.2 0.9 0.055
O 0.9299 -0.6339 0.4913 0.6 -0.6 -0.5 -0.189
Si 1.6776 0.8176 0.6862 0.6 -1.2 1.3 0.663
H -2.0161 1.1737 -1.3934 0.2 -0.2 -1.5 0.118
H -1.9749 -1.3221 2.1284 -0.5 -0.8 1.1 0.126
H -1.5218 -2.4928 -0.9880 0.2 1.1 0.9 0.157
H 2.0532 0.6163 2.1252 0.1 0.9 -0.4 -0.031
H 0.7527 1.7602 0.2163 -1.1 1.4 0.0 -0.057
H 2.7931 0.9067 -0.2026 0.9 -0.1 -0.4 -0.075
```
Positions in Å, forces in eV/Å.

ΔE to the lowest compared entry with this formula, charge and spin = 0.00 kJ/mol
2S+1 = 1
SMILES string = O=C[C@@]12[C@H]3[C@@H]1[C@]32O[SiH3]
lowest unoccupied orbital energy = 0.721 eV